Computed, not measured: a structure of composition C15H25N5O5Pm, with ωB97M-V/def2-TZVPD.

HOMO level (alpha / beta): -7.3614 / -7.6782 eV
LUMO level (alpha / beta): -3.850 / -3.828 eV
frontier orbital gap (alpha / beta): 3.5 / 3.8 eV
energy above the lowest of the compared OMol25 structures with the same formula, charge and spin: 52.5 kcal/mol
spin multiplicity: 5
net charge: +1
<S²>: 6.227
maximum force: 0.09218 hartree/bohr

Cartesian coordinates (Å):
O (4.259, 2.312, -1.810)
H (4.481, 2.741, -2.649)
Pm (0.317, 0.111, 0.292)
N (-1.773, -0.474, -0.843)
N (0.606, -0.484, -1.882)
O (-3.084, -0.475, -0.193)
O (2.013, -0.507, -2.355)
C (-1.720, -0.910, -2.093)
C (-0.337, -0.982, -2.672)
C (-2.906, -1.353, -2.872)
C (-0.077, -1.516, -4.035)
H (-3.805, -0.889, -2.463)
H (-2.983, -2.443, -2.816)
H (-2.763, -1.052, -3.913)
H (0.964, -1.835, -4.095)
H (-0.274, -0.720, -4.757)
H (-0.752, -2.358, -4.203)
H (-2.982, -0.182, 0.750)
H (2.557, 0.079, -1.775)
O (0.244, -2.336, 0.538)
H (-0.672, -2.011, 0.252)
H (0.978, -2.036, -0.068)
C (2.970, 2.793, -1.458)
H (2.794, 2.555, -0.400)
H (2.198, 2.298, -2.076)
H (2.906, 3.898, -1.590)
O (-0.890, 2.136, -0.128)
H (-1.434, 1.473, -0.655)
H (-0.988, 1.949, 0.853)
N (1.760, -0.783, 2.618)
C (0.456, -0.948, 3.205)
C (0.325, -1.485, 4.499)
C (-0.924, -1.493, 5.054)
C (-2.027, -1.015, 4.360)
C (-1.850, -0.492, 3.061)
N (-0.596, -0.466, 2.520)
C (2.261, 0.537, 2.478)
C (3.138, 1.156, 3.356)
C (3.205, 2.553, 3.288)
C (2.449, 3.293, 2.383)
C (1.624, 2.626, 1.493)
N (1.676, 1.271, 1.538)
H (2.423, -1.292, 3.194)
H (1.251, -1.796, 4.993)
H (-1.060, -1.908, 6.071)
H (-3.022, -1.026, 4.757)
H (-2.681, -0.101, 2.505)
H (3.601, 0.549, 4.112)
H (3.860, 3.082, 3.978)
H (2.462, 4.357, 2.317)
H (0.979, 3.087, 0.758)